Record 1
Here is 2 unconnected molecules or ions with the total composition C59H71N4O2 in a non-equilibrium geometry from the Open Molecules 2025 dataset. Energies are from the ωB97M-V functional and the def2-TZVPD basis.

Cartesian coordinates (Å):
C  -1.93  2.28  0.60
C  -2.87  2.78  1.67
C  -2.30  4.08  2.27
C  -4.22  3.14  1.03
C  -3.12  1.69  2.74
C  -3.78  2.14  3.90
C  -4.06  1.26  4.94
C  -3.95  -0.11  4.72
C  -3.56  -0.60  3.47
C  -4.05  -2.02  3.08
C  -3.03  -3.09  3.45
C  -4.45  -2.08  1.60
C  -5.34  -2.36  3.86
C  -2.81  0.31  2.64
N  -1.53  -0.13  2.10
C  -0.34  0.35  2.66
C  -0.08  1.66  2.98
C  1.01  2.17  3.85
C  2.15  2.84  3.35
C  3.25  3.04  4.18
C  3.14  2.82  5.56
C  1.91  2.42  6.09
C  0.85  2.12  5.25
N  0.59  -0.67  2.61
C  1.86  -0.64  3.30
C  1.93  -0.93  4.68
C  0.79  -1.51  5.57
C  1.01  -1.19  7.06
C  0.83  -3.03  5.39
C  -0.60  -0.98  5.24
C  3.18  -0.82  5.31
C  4.35  -0.60  4.59
C  4.27  -0.42  3.22
C  3.03  -0.30  2.59
C  3.09  0.18  1.12
C  4.20  1.23  0.94
C  1.83  0.88  0.67
C  3.32  -1.05  0.24
C  0.07  -1.69  1.83
C  -1.21  -1.38  1.54
H  -2.31  1.37  0.14
H  -1.77  3.05  -0.17
H  -0.95  2.05  1.02
H  -2.95  4.49  3.05
H  -1.31  3.94  2.70
H  -2.19  4.83  1.48
H  -4.92  3.55  1.77
H  -4.08  3.91  0.25
H  -4.69  2.26  0.56
H  -4.04  3.19  4.01
H  -4.43  1.64  5.89
H  -4.26  -0.79  5.51
H  -2.74  -2.99  4.51
H  -3.46  -4.09  3.30
H  -2.12  -3.03  2.84
H  -5.35  -1.48  1.44
H  -3.68  -1.67  0.94
H  -4.65  -3.12  1.32
H  -6.10  -1.59  3.70
H  -5.74  -3.32  3.51
H  -5.16  -2.46  4.94
H  -0.97  2.27  2.99
H  2.14  3.21  2.31
H  4.19  3.39  3.75
H  4.00  3.00  6.20
H  1.79  2.33  7.17
H  -0.13  1.86  5.65
H  1.16  -0.11  7.22
H  0.13  -1.49  7.65
H  1.87  -1.73  7.48
H  0.67  -3.30  4.34
H  1.81  -3.41  5.70
H  0.06  -3.52  6.00
H  -0.99  -1.37  4.30
H  -1.31  -1.25  6.03
H  -0.59  0.11  5.18
H  3.27  -0.94  6.39
H  5.31  -0.58  5.10
H  5.19  -0.33  2.64
H  5.20  0.81  1.10
H  4.18  1.65  -0.07
H  4.03  2.05  1.66
H  1.01  0.20  0.48
H  1.50  1.63  1.39
H  2.03  1.43  -0.25
H  2.50  -1.77  0.37
H  3.39  -0.78  -0.82
H  4.26  -1.56  0.53
H  0.63  -2.57  1.55
H  -1.91  -1.96  0.95
C  7.24  2.66  -3.51
O  6.10  1.89  -3.08
C  4.87  2.46  -3.18
C  3.76  1.68  -2.75
C  2.50  2.24  -2.76
C  2.35  3.57  -3.23
C  3.40  4.34  -3.70
C  4.68  3.79  -3.66
N  0.98  3.84  -3.32
C  0.40  5.06  -3.86
C  0.27  2.76  -2.91
C  1.15  1.73  -2.50
C  0.79  0.47  -1.96
C  -0.46  -0.15  -2.23
C  -1.69  0.48  -2.00
N  -2.71  -0.39  -2.21
C  -4.11  -0.05  -1.98
C  -2.21  -1.59  -2.68
C  -0.80  -1.48  -2.79
C  -0.11  -2.41  -3.54
C  -0.86  -3.43  -4.20
O  -0.35  -4.26  -5.15
C  0.95  -3.97  -5.72
C  -2.26  -3.58  -3.97
C  -2.95  -2.63  -3.25
H  8.09  1.98  -3.40
H  7.15  2.97  -4.57
H  7.38  3.55  -2.88
H  3.91  0.63  -2.49
H  3.24  5.35  -4.08
H  5.55  4.38  -3.97
H  1.16  5.83  -3.89
H  0.00  4.92  -4.87
H  -0.43  5.37  -3.21
H  -0.81  2.75  -2.98
H  1.60  -0.16  -1.59
H  -1.88  1.52  -1.80
H  -4.74  -0.87  -2.32
H  -4.29  0.12  -0.90
H  -4.38  0.88  -2.52
H  0.97  -2.31  -3.69
H  1.07  -4.76  -6.47
H  0.96  -2.98  -6.20
H  1.73  -4.04  -4.96
H  -2.76  -4.43  -4.44
H  -4.03  -2.67  -3.14

The value obtained for the HOMO-LUMO gap is 0.160 Eh. The energy comes out at -72381.1905 eV. For the HOMO energy, the calculation gives -8.557 eV. Its charge is +1.

Record 2
Here is a molecular structure, C59H73CaFN6O8 from the Open Molecules 2025 dataset. Energies are from the ωB97M-V functional and the def2-TZVPD basis.

Cartesian coordinates (Å):
Ca  -0.07  -0.70  -0.05
C  -5.10  3.96  -3.73
C  -5.18  3.67  -2.22
C  -6.39  2.77  -1.96
C  -5.39  4.99  -1.46
C  -3.88  3.03  -1.76
C  -3.81  1.80  -1.21
C  -2.53  1.23  -0.84
N  -2.34  0.03  -0.37
C  -3.23  -0.90  0.08
C  -4.50  -0.61  0.63
C  -5.31  -1.60  1.11
C  -4.83  -2.93  0.99
C  -3.61  -3.31  0.49
C  -2.72  -2.27  0.03
O  -1.56  -2.50  -0.42
C  -3.25  -4.81  0.52
C  -3.23  -5.28  1.98
C  -1.90  -5.19  -0.11
C  -4.34  -5.59  -0.24
C  -6.62  -1.25  1.81
C  -7.49  -0.38  0.90
C  -6.32  -0.47  3.10
C  -7.43  -2.50  2.18
C  -1.26  2.00  -1.11
O  -0.16  1.51  -0.86
C  -1.40  3.35  -1.69
C  -2.64  3.78  -1.96
C  -0.15  4.17  -1.98
C  0.67  4.37  -0.70
C  0.70  3.45  -3.03
C  -0.51  5.55  -2.53
H  -6.03  4.42  -4.08
H  -4.93  3.04  -4.29
H  -4.28  4.65  -3.96
H  -7.29  3.28  -2.30
H  -6.51  2.55  -0.90
H  -6.31  1.83  -2.50
H  -6.32  5.46  -1.79
H  -4.58  5.70  -1.64
H  -5.45  4.82  -0.39
H  -4.68  1.18  -1.10
H  -4.77  0.43  0.77
H  -5.47  -3.73  1.36
H  -2.49  -4.72  2.55
H  -2.98  -6.34  2.03
H  -4.20  -5.14  2.46
H  -1.06  -4.73  0.41
H  -1.83  -4.89  -1.15
H  -1.81  -6.28  -0.04
H  -5.32  -5.47  0.21
H  -4.09  -6.66  -0.24
H  -4.40  -5.26  -1.28
H  -6.99  0.57  0.66
H  -8.44  -0.14  1.38
H  -7.70  -0.89  -0.05
H  -5.78  0.45  2.88
H  -5.70  -1.07  3.77
H  -7.24  -0.21  3.62
H  -7.68  -3.09  1.30
H  -8.36  -2.19  2.66
H  -6.89  -3.14  2.88
H  -2.75  4.77  -2.39
H  1.02  3.42  -0.30
H  0.08  4.85  0.09
H  1.53  5.00  -0.92
H  0.98  2.45  -2.71
H  1.61  4.02  -3.21
H  0.16  3.36  -3.98
H  -1.11  6.13  -1.82
H  -1.04  5.49  -3.48
H  0.42  6.10  -2.70
C  3.10  -7.84  -1.71
O  3.01  -6.68  -0.91
C  2.37  -5.58  -1.43
C  1.85  -5.55  -2.74
C  1.24  -4.39  -3.15
C  1.10  -3.25  -2.35
C  0.48  -2.05  -2.90
C  -0.11  -2.04  -4.30
O  0.40  -0.99  -2.28
C  1.60  -3.31  -0.99
O  1.50  -2.34  -0.16
C  2.26  -4.50  -0.59
H  3.63  -8.58  -1.11
H  3.66  -7.64  -2.63
H  2.11  -8.22  -1.97
H  1.92  -6.40  -3.40
H  0.83  -4.37  -4.15
H  0.39  -2.68  -5.01
H  -0.09  -1.01  -4.65
H  -1.15  -2.36  -4.22
H  2.64  -4.55  0.42
F  5.65  -0.77  -1.37
C  5.27  0.22  -0.52
C  4.02  0.21  0.02
C  3.62  1.27  0.83
C  2.25  1.23  1.40
O  1.60  0.20  1.22
C  1.79  2.40  2.09
C  2.72  3.38  2.29
N  4.02  3.37  1.87
C  4.89  4.47  2.19
C  4.82  5.05  3.57
C  6.02  4.24  3.16
C  4.49  2.33  1.09
C  5.78  2.31  0.56
C  6.18  1.25  -0.24
N  7.52  1.24  -0.74
C  8.16  0.03  -1.20
C  9.68  0.30  -1.26
N  9.94  1.51  -0.39
C  9.38  2.75  -1.04
C  7.96  2.39  -1.52
C  0.37  2.66  2.59
O  0.24  3.68  3.29
O  -0.48  1.79  2.31
H  3.33  -0.62  -0.16
H  2.38  4.26  2.82
H  5.06  5.16  1.37
H  4.13  4.59  4.26
H  4.92  6.12  3.66
H  6.10  3.25  3.57
H  6.95  4.76  2.98
H  6.49  3.09  0.81
H  7.83  -0.30  -2.19
H  7.95  -0.78  -0.50
H  10.03  0.57  -2.25
H  10.27  -0.52  -0.88
H  10.93  1.62  -0.17
H  9.41  1.37  0.47
H  10.05  3.03  -1.85
H  9.38  3.52  -0.27
H  7.97  2.16  -2.59
H  7.30  3.23  -1.37
N  -1.58  -2.83  6.12
C  -1.28  -2.34  4.86
C  -1.80  -1.13  4.42
C  -1.52  -0.71  3.14
N  -0.78  -1.40  2.27
C  -0.27  -2.56  2.71
C  -0.49  -3.07  3.97
H  -1.88  -2.16  6.80
H  -0.95  -3.52  6.49
H  -2.41  -0.51  5.06
H  -1.88  0.26  2.79
H  0.33  -3.10  1.99
H  -0.06  -4.02  4.25

The value obtained for the HOMO-LUMO gap (spin up / spin down) is 0.143 / 0.142 Eh. The energy relative to the best compared isomer or geometry (same formula, charge and spin) is 9.0 kJ/mol. The energy comes out at -108847.1743 eV. For the HOMO energy (spin up / spin down), the calculation gives -5.602 / -5.581 eV.

Record 3
Here is 2 unconnected molecules or ions with the total composition C5F5NOS in a non-equilibrium geometry from the Open Molecules 2025 dataset. Energies are from the ωB97M-V functional and the def2-TZVPD basis.

Cartesian coordinates (Å):
F  0.61  -1.78  -1.32
C  -0.21  -0.98  -0.68
N  -0.17  0.30  -0.77
C  -1.17  0.90  -0.10
F  -1.23  2.17  0.05
C  -2.22  0.04  0.21
F  -3.30  0.42  0.79
S  -1.71  -1.64  -0.09
O  2.34  0.78  -1.45
C  1.81  0.47  -0.46
C  1.69  -0.25  0.68
F  0.73  -0.16  1.64
F  2.82  -0.26  1.49

The value obtained for the HOMO-LUMO gap is 0.321 Eh. The energy relative to the best compared isomer or geometry (same formula, charge and spin) is 34.6 kJ/mol. The energy comes out at -33140.4154 eV. For the HOMO energy, the calculation gives -8.961 eV. The SMILES is Fc1nc(F)c(F)s1.O=C=C(F)F.